A molecular structure, C32H45Cl2GeN4OSV in a non-equilibrium geometry, computed with ωB97M-V/def2-TZVPD.

Expectation value of S²: 3.766
Total charge: -1
2S+1: 4
HOMO (spin up / spin down): -3.170 / -4.007 eV
Frontier orbital gap (spin up / spin down): 5.55 / 6.38 eV

Last column: Mulliken charge in e.
Geometry (Å):
V -0.37 0.32 -0.47  0.353
C 0.88 0.00 -3.52  -1.347
N 1.17 0.84 -2.37  1.323
C 1.27 2.22 -2.84  -1.151
C 2.40 0.53 -1.68  0.487
C 3.57 0.25 -2.35  -0.612
C 4.80 0.26 -1.70  -1.297
C 4.86 0.66 -0.38  -0.574
C 3.70 0.91 0.33  -0.832
C 2.42 0.75 -0.26  -0.946
N 1.25 0.84 0.39  2.721
C 1.06 1.26 1.68  -0.945
C 1.79 0.92 2.82  -0.110
C 1.45 1.44 4.06  -1.073
C 0.39 2.31 4.20  -0.556
C -0.38 2.63 3.08  -0.847
C -0.07 2.10 1.84  0.282
N -0.79 2.39 0.63  1.036
C -0.15 3.54 -0.01  -1.067
C -2.20 2.71 0.82  -0.773
H 1.62 0.10 -4.33  0.406
H 0.80 -1.05 -3.22  0.249
H -0.09 0.31 -3.93  0.408
H 1.94 2.29 -3.71  0.359
H 0.28 2.58 -3.12  0.075
H 1.67 2.85 -2.06  0.323
H 3.55 0.03 -3.41  0.314
H 5.71 0.00 -2.24  0.375
H 5.81 0.79 0.11  0.398
H 3.77 1.26 1.34  0.629
H 2.60 0.21 2.76  0.253
H 2.03 1.16 4.93  0.378
H 0.15 2.74 5.16  0.372
H -1.22 3.30 3.20  0.329
H -0.30 4.46 0.58  0.399
H 0.92 3.37 -0.11  0.161
H -0.59 3.68 -1.00  0.211
H -2.35 3.68 1.31  0.339
H -2.67 2.74 -0.16  0.029
H -2.66 1.93 1.43  0.070
Cl -2.11 -0.38 -2.19  0.013
C -3.45 0.30 -3.06  0.014
C -4.42 -0.55 -3.53  -0.693
C -5.50 -0.05 -4.25  -0.530
C -5.59 1.32 -4.47  -0.607
C -4.61 2.16 -3.99  0.111
Cl -4.76 3.85 -4.30  -0.239
C -3.48 1.69 -3.27  0.265
S -2.25 2.72 -2.74  -0.552
H -4.34 -1.61 -3.34  0.435
H -6.25 -0.71 -4.65  0.338
H -6.42 1.73 -5.02  0.393
O 0.31 -1.41 -0.98  0.214
C 0.80 -2.37 -0.37  -0.784
C 1.07 -2.40 1.11  1.269
C 2.58 -2.41 1.39  0.003
C 3.42 -3.43 0.62  -1.651
C 3.61 -3.07 -0.86  0.542
C 2.43 -3.48 -1.77  -0.995
N 1.16 -3.55 -1.07  -0.285
H 0.61 -3.30 1.54  0.899
H 0.62 -1.52 1.56  -1.616
H 2.71 -2.58 2.47  0.528
H 2.98 -1.42 1.16  -0.194
H 2.99 -4.43 0.72  0.428
H 4.41 -3.46 1.08  0.467
H 4.52 -3.56 -1.24  0.607
H 3.76 -2.00 -0.93  -0.532
H 2.60 -4.46 -2.21  0.428
H 2.33 -2.75 -2.58  0.248
H 1.20 -4.32 -0.41  0.473
C -3.62 -2.38 2.82  -1.490
Ge -2.20 -0.95 2.72  0.664
C -3.05 0.55 3.76  -1.410
C -0.76 -1.68 3.92  -1.176
C -1.82 -0.63 0.81  -1.304
H -3.91 -2.59 3.85  0.403
H -3.28 -3.31 2.38  0.381
H -4.52 -2.07 2.28  0.396
H -3.45 0.16 4.70  0.464
H -3.88 0.99 3.21  0.390
H -2.35 1.34 4.00  0.351
H -1.13 -1.73 4.94  0.499
H 0.13 -1.06 3.91  0.212
H -0.49 -2.68 3.61  0.343
H -2.76 -0.16 0.47  0.642
H -1.85 -1.65 0.41  0.490

=====

A molecular structure, C32H45GeO5S2SiW, computed with ωB97M-V/def2-TZVPD.

Expectation value of S²: 3.764
Total charge: +2
2S+1: 4
HOMO (spin up / spin down): -13.804 / -13.962 eV
Frontier orbital gap (spin up / spin down): 7.21 / 5.01 eV

Last column: Mulliken charge in e.
Geometry (Å):
W 0.20 0.08 1.08  0.833
C -2.66 -0.57 2.45  -1.224
C -1.97 -1.89 2.18  1.541
C -2.57 -2.60 0.98  -1.323
C -1.98 -2.78 3.42  -2.052
O -0.54 -1.63 1.83  -0.024
Ge 1.00 -1.85 3.07  -0.136
O 1.81 -1.09 1.38  0.260
C 3.03 -1.55 0.66  1.764
C 3.37 -2.93 1.20  -1.996
C 4.12 -0.54 0.96  -1.613
C 2.72 -1.61 -0.83  -1.744
O 0.62 0.03 3.24  0.130
C 1.35 0.86 4.24  1.251
C 0.30 1.64 5.00  -1.440
C 2.35 1.76 3.53  -1.344
C 2.09 -0.08 5.18  -2.037
H -3.69 -0.75 2.75  0.610
H -2.68 0.05 1.55  -0.015
H -2.16 -0.02 3.26  0.128
H -3.62 -2.82 1.16  0.551
H -2.05 -3.54 0.79  0.375
H -2.49 -1.97 0.09  0.069
H -3.00 -3.06 3.65  0.491
H -1.57 -2.26 4.29  0.445
H -1.41 -3.70 3.25  0.434
H 3.59 -2.90 2.27  0.470
H 4.25 -3.31 0.70  0.504
H 2.55 -3.63 1.02  0.402
H 4.34 -0.51 2.03  0.347
H 3.83 0.45 0.62  0.318
H 5.04 -0.82 0.44  0.485
H 1.83 -2.21 -1.02  0.291
H 3.55 -2.08 -1.35  0.562
H 2.58 -0.61 -1.24  0.107
H -0.28 2.28 4.34  0.221
H 0.78 2.28 5.75  0.469
H -0.38 0.96 5.52  0.330
H 1.86 2.56 2.98  0.289
H 2.97 1.19 2.84  0.073
H 3.00 2.23 4.26  0.548
H 1.41 -0.79 5.66  0.480
H 2.55 0.51 5.98  0.522
H 2.89 -0.62 4.68  0.431
O -0.47 -0.05 -0.64  1.080
Si -0.36 0.08 -2.33  -0.077
C -1.86 1.08 -2.85  -0.147
C -1.74 2.37 -3.41  -0.038
C -2.86 3.08 -3.78  -0.844
C -4.13 2.52 -3.60  -0.481
C -4.27 1.23 -3.10  -0.679
C -3.15 0.51 -2.74  -0.107
C -0.54 -1.63 -2.99  0.865
C -0.48 -2.77 -2.17  0.360
C -0.63 -4.04 -2.71  -0.982
C -0.84 -4.19 -4.07  -0.683
C -0.91 -3.08 -4.90  -0.885
C -0.77 -1.81 -4.36  -0.531
C 1.20 0.99 -2.75  0.273
C 1.90 0.65 -3.91  -0.368
C 3.07 1.32 -4.26  -0.776
C 3.55 2.35 -3.46  -0.558
C 2.85 2.72 -2.32  -0.841
C 1.69 2.05 -1.97  0.246
H -0.76 2.80 -3.54  0.495
H -2.77 4.07 -4.21  0.461
H -5.01 3.09 -3.88  0.450
H -5.26 0.79 -3.00  0.463
H -3.25 -0.50 -2.37  0.346
H -0.33 -2.66 -1.10  0.096
H -0.58 -4.91 -2.07  0.481
H -0.95 -5.18 -4.49  0.416
H -1.09 -3.20 -5.96  0.451
H -0.85 -0.95 -5.01  0.478
H 1.56 -0.16 -4.54  0.357
H 3.61 1.04 -5.15  0.456
H 4.46 2.87 -3.73  0.425
H 3.21 3.54 -1.70  0.482
H 1.14 2.40 -1.11  0.463
C -3.39 4.76 1.22  -0.840
O -2.17 4.05 1.59  -0.274
C -1.79 3.01 0.91  0.504
S -2.70 2.39 -0.35  0.118
S -0.28 2.41 1.55  -0.498
H -3.44 5.58 1.92  0.271
H -4.24 4.09 1.34  0.400
H -3.30 5.12 0.20  0.388

=====

| no. | M (Da) |
| --- | --- |
| 1 | 728.27 |
| 2 | 858.38 |